DFT (ωB97M-V with the def2-TZVPD basis set) results for 2 unconnected molecules or ions with the total composition C2H4OS2 at a distorted geometry.

Geometry as XYZ:
```
9
Properties=species:S:1:pos:R:3:forces:R:3:nbo_charge:R:1
C -0.9209 0.2987 1.3459 1.31 3.57 1.79 -0.681
C -0.3000 -0.1393 -1.8270 -1.42 0.24 -1.36 -0.520
O 1.7319 0.3425 1.3235 0.89 -0.70 -0.06 -0.934
S 1.1433 -0.8845 -1.8444 -0.06 -0.53 -2.26 0.247
S 0.5241 1.1062 1.5818 -3.32 -0.80 -0.61 1.162
H -1.1596 -0.7186 1.3504 0.20 -1.51 -0.60 0.225
H -1.7770 0.9780 1.5950 0.90 -0.50 -0.41 0.227
H -0.7584 -0.1750 -2.9146 1.18 -0.07 1.78 0.162
H 1.5165 -0.8080 -0.6105 0.31 0.30 1.74 0.111
```
Forces are in eV/Å.

Results
molar mass = 108.19 Da
frontier orbital gap = 0.302 Ha
total charge = 0
highest occupied orbital energy = -8.51 eV
lowest unoccupied orbital energy = -0.3 eV
energy above the lowest of the compared OMol25 structures with the same formula, charge and spin = 105.2 kcal per mole